1.
Entry from OMol25: a structure of composition C6H14N2O2 in a non-equilibrium geometry (ωB97M-V with the def2-TZVPD basis set).

Computed properties:
F_max: 4.76 eV/A
energy relative to the best compared isomer or geometry (same formula, charge and spin): 483.3 kJ/mol
M: 146.2 g mol⁻¹
frontier orbital gap: 9.8 eV

The geometry in ORCA input format:
```
! RIJCOSX wB97M-V def2-TZVPD def2/J DEFGRID3
* xyz 0 1
C -1.57 0.05 -2.67
C -2.24 -1.20 -2.01
C -1.78 -2.54 0.20
C -0.21 1.40 0.83
C 1.14 0.77 0.94
C 3.61 1.17 1.94
H -0.86 -0.21 -3.78
H -0.92 0.88 -1.87
H -2.30 0.82 -2.91
H -0.33 -1.23 -1.16
H -2.90 -2.76 0.30
H -1.30 -3.45 0.08
H -1.47 -2.22 1.29
H -0.36 2.21 1.63
H -0.91 0.52 0.77
H -0.24 1.86 -0.16
H 1.77 2.51 2.06
H 4.01 0.26 1.24
H 4.11 2.15 1.43
H 3.92 1.18 3.01
N -1.42 -1.61 -0.93
N 2.04 1.41 1.88
O -3.35 -1.74 -2.32
O 1.53 -0.22 0.21
*
```



2.
Entry from OMol25: a cluster of 2 separate species, C6H14N2O2 in total in a non-equilibrium geometry (ωB97M-V with the def2-TZVPD basis set).

Computed properties:
F_max: 5.77 eV/A
SMILES: C=C(C)N(C)N.CC(=O)O
energy relative to the best compared isomer or geometry (same formula, charge and spin): 464.7 kJ/mol
M: 146.2 g mol⁻¹
frontier orbital gap: 8.8 eV

The geometry in ORCA input format:
```
! RIJCOSX wB97M-V def2-TZVPD def2/J DEFGRID3
* xyz 0 1
C -0.50 0.10 2.20
C 0.23 0.08 1.06
C 1.49 -0.74 1.02
N 0.10 1.08 -0.02
C 1.31 1.53 -0.71
N -0.75 2.19 0.24
H -0.36 -0.70 2.90
H -1.36 0.73 2.35
H 1.80 -1.03 0.01
H 1.35 -1.67 1.58
H 2.33 -0.17 1.41
H 1.10 2.48 -1.19
H 1.64 0.80 -1.45
H 2.11 1.74 0.00
H -0.81 2.33 1.25
H -1.68 1.94 -0.10
C -0.53 -1.80 -1.82
C -1.22 -0.50 -1.44
O -1.97 0.05 -2.19
O -1.76 -0.67 0.03
H 0.46 -1.89 -1.37
H -0.43 -1.90 -2.90
H -1.14 -2.63 -1.48
H -1.42 -1.36 0.63
*
```